DFT (wB97M-V/def2-TZVPD) results for a structure of composition C12H54BrN4O20Pt at a distorted geometry.

Summary:
Lowest unoccupied orbital energy (alpha / beta) = -2.855 / -2.865 eV
Relative energy (zero: lowest compared OMol25 entry of this formula, charge and spin) = 0.0 kcal/mol

```
! RIJCOSX wB97M-V def2-TZVPD def2/J DEFGRID3
* xyz 1 3
Pt 0.572 19.758 -5.241
Br -0.844 17.666 -4.638
C 2.643 15.808 -4.358
O 3.032 16.970 -4.243
N 1.524 15.344 -3.725
N 3.378 14.919 -4.973
H 1.188 14.402 -3.863
H 0.997 15.916 -3.080
H 3.106 13.950 -5.066
H 4.164 15.291 -5.487
C -2.231 22.890 -6.782
O -2.657 21.805 -6.353
N -1.907 23.054 -7.998
N -1.980 23.864 -6.024
H -1.767 22.234 -8.571
H -1.406 23.903 -8.217
H -1.904 24.672 -6.626
H -2.494 23.844 -5.154
C -2.855 18.343 -8.379
C -4.142 17.530 -8.215
O -4.852 17.216 -9.413
O -1.899 17.717 -9.180
H -2.569 18.412 -7.329
H -2.900 19.372 -8.736
H -4.714 18.076 -7.465
H -3.752 16.652 -7.700
H -5.698 16.782 -9.283
H -1.051 17.741 -8.731
C -0.997 13.853 -8.042
C -0.126 14.299 -6.859
O 0.811 15.373 -7.116
O -0.173 13.181 -9.029
H -1.416 14.721 -8.552
H -1.765 13.128 -7.774
H 0.417 13.416 -6.525
H -0.609 14.725 -5.979
H 0.920 15.850 -6.290
H 0.416 13.860 -9.366
C 2.134 19.372 -10.749
C 2.824 20.574 -9.967
O 2.855 20.250 -8.618
O 0.768 19.262 -10.575
H 2.569 18.396 -10.532
H 2.298 19.567 -11.808
H 2.430 21.560 -10.214
H 3.866 20.604 -10.285
H 3.667 20.528 -8.187
H 0.724 18.424 -11.041
C 2.846 20.269 0.116
C 3.178 21.549 -0.696
O 2.608 21.495 -1.974
O 1.511 20.292 0.569
H 3.446 20.221 1.025
H 3.171 19.384 -0.430
H 4.222 21.681 -0.981
H 2.779 22.476 -0.283
H 1.887 22.126 -2.040
H 0.964 19.574 0.243
C 3.195 16.516 -8.524
C 3.331 15.546 -9.674
O 4.493 14.742 -9.563
O 4.093 17.635 -8.485
H 3.222 15.995 -7.568
H 2.213 16.981 -8.614
H 3.492 15.979 -10.661
H 2.436 14.942 -9.827
H 4.780 14.586 -10.466
H 4.799 17.233 -7.974
O 4.533 21.655 -6.889
H 5.482 21.655 -6.761
H 4.328 22.548 -7.166
O 1.940 21.499 -5.627
H 2.019 22.317 -5.136
H 2.726 21.470 -6.172
O -3.323 21.505 -2.737
H -2.815 21.626 -1.935
H -4.043 20.929 -2.481
O -2.626 18.425 -1.994
H -1.986 18.283 -2.692
H -3.058 17.578 -1.889
O 2.325 18.611 -6.217
H 2.687 18.234 -7.019
H 2.938 18.348 -5.530
O 2.021 19.456 -3.672
H 2.466 20.106 -3.129
H 2.507 18.645 -3.523
O -0.627 21.405 -4.480
H -0.384 22.169 -3.957
H -1.520 21.587 -4.772
O 0.130 20.096 -7.505
H -0.450 20.573 -8.099
H 0.948 20.001 -7.993
*
```

DFT (wB97M-V/def2-TZVPD) results for a structure of composition C31H50BrMgN3OP2 at a distorted geometry.

Summary:
Lowest unoccupied orbital energy = -6.182 eV
Relative energy (zero: lowest compared OMol25 entry of this formula, charge and spin) = 0.0 kcal/mol

```
! RIJCOSX wB97M-V def2-TZVPD def2/J DEFGRID3
* xyz 2 1
C 3.695 4.443 -1.847
C 2.329 4.655 -1.570
C 1.788 5.884 -1.999
C 2.578 6.763 -2.764
N 3.856 6.520 -3.039
C 4.408 5.391 -2.597
C 1.504 3.659 -0.903
C 1.149 2.452 -0.696
C 0.542 1.176 -0.610
C 1.204 -0.081 -0.509
C 0.540 -1.254 -0.353
C -0.975 -1.344 -0.272
C -1.590 -0.036 -0.697
C -0.881 1.142 -0.761
Mg 0.076 3.557 0.543
P -1.608 -2.751 -1.402
H 0.759 6.163 -1.770
H 4.220 3.559 -1.486
H 2.140 7.682 -3.161
H 5.458 5.230 -2.859
H -1.340 2.123 -1.051
H 2.296 -0.067 -0.534
H -2.663 -0.063 -0.877
H 1.088 -2.160 -0.084
C -2.555 -4.066 -0.578
C -3.754 -4.654 -1.324
H -2.866 -3.655 0.391
H -1.817 -4.855 -0.359
H -4.311 -5.299 -0.631
H -4.440 -3.875 -1.677
H -3.456 -5.276 -2.180
C -2.425 -2.012 -2.840
C -1.511 -1.068 -3.629
H -3.337 -1.498 -2.493
H -2.749 -2.859 -3.467
H -2.093 -0.534 -4.392
H -1.049 -0.310 -2.986
H -0.709 -1.623 -4.131
C -0.156 -3.592 -2.093
C -0.478 -4.738 -3.046
H 0.419 -3.943 -1.225
H 0.449 -2.820 -2.590
H 0.460 -5.126 -3.457
H -0.983 -5.567 -2.535
H -1.099 -4.424 -3.893
Br -1.445 -1.679 1.524
P -2.143 3.888 0.651
C -3.534 2.831 0.220
C -4.972 3.384 0.159
H -3.485 1.981 0.926
H -3.342 2.413 -0.784
H -5.588 2.656 -0.386
H -5.447 3.514 1.138
H -5.016 4.318 -0.410
C -1.793 3.688 2.461
C -3.028 3.799 3.365
H -1.030 4.429 2.767
H -1.362 2.675 2.596
H -2.728 3.780 4.416
H -3.560 4.735 3.194
H -3.711 2.960 3.211
C -1.637 4.890 -0.810
C -2.825 5.462 -1.604
H -1.022 4.252 -1.484
H -1.002 5.733 -0.484
H -2.462 6.051 -2.455
H -3.481 4.684 -2.000
H -3.419 6.122 -0.968
C 5.066 -1.545 2.666
N 4.388 -2.738 3.088
C 5.177 -3.837 3.590
C 4.283 -4.741 4.402
C 3.133 -5.204 3.544
N 2.482 -4.079 2.924
C 1.191 -4.301 2.344
C 3.115 -2.904 2.586
O 2.574 -2.027 1.891
H 4.465 -0.668 2.929
H 5.228 -1.527 1.578
H 6.032 -1.496 3.178
H 5.625 -4.412 2.759
H 5.981 -3.410 4.196
H 3.909 -4.196 5.275
H 4.843 -5.609 4.756
H 2.380 -5.730 4.140
H 3.501 -5.901 2.772
H 1.253 -4.467 1.256
H 0.748 -5.191 2.803
H 0.546 -3.433 2.512
*
```

DFT (wB97M-V/def2-TZVPD) results for a cluster of 12 separate species, C49H73N11O6 in total at a distorted geometry.

Summary:
Lowest unoccupied orbital energy = 0.413 eV
SMILES = CNC(C)=O.CNC(C)=O.CNC(C)=O.CNC(C)=O.CNC(C)=O.c1ccncc1.c1ccncc1.c1ccncc1.c1ccncc1.c1ccncc1.c1ccncc1.C1CCOC1

```
! RIJCOSX wB97M-V def2-TZVPD def2/J DEFGRID3
* xyz 0 1
C 0.573 0.102 0.377
C -0.271 -0.800 -0.522
C -1.560 0.071 -0.774
O -1.364 1.315 -0.108
C 0.055 1.541 0.046
H 1.643 0.065 0.170
H 0.591 -0.052 1.456
H -0.437 -1.828 -0.202
H 0.312 -0.966 -1.428
H -2.497 -0.304 -0.362
H -1.632 0.273 -1.842
H 0.256 2.323 0.778
H 0.449 1.955 -0.882
C 3.077 -6.159 -5.360
C 3.109 -6.265 -3.897
O 3.301 -5.291 -3.233
N 2.902 -7.374 -3.287
C 2.814 -7.645 -1.857
H 2.049 -5.939 -5.646
H 3.388 -7.055 -5.898
H 3.711 -5.332 -5.678
H 3.022 -8.234 -3.804
H 3.837 -7.428 -1.548
H 2.638 -8.699 -1.641
H 2.065 -6.998 -1.402
C 0.294 0.718 -7.400
C -0.394 1.464 -8.638
O -0.475 2.640 -8.718
N -0.593 0.698 -9.643
C -1.091 1.067 -10.981
H -0.262 -0.187 -7.156
H 0.303 1.558 -6.705
H 1.353 0.505 -7.549
H -0.399 -0.270 -9.427
H -2.174 1.188 -10.954
H -0.610 0.348 -11.645
H -0.791 2.057 -11.323
C -2.520 7.224 8.810
C -2.883 6.468 7.480
O -3.534 5.467 7.557
N -2.447 7.014 6.295
C -2.843 6.390 4.971
H -3.200 8.058 8.984
H -1.508 7.628 8.765
H -2.677 6.637 9.715
H -1.768 7.761 6.266
H -3.837 6.797 4.787
H -2.723 5.307 4.941
H -2.169 6.631 4.149
C 8.471 -1.917 -3.456
C 8.815 -1.480 -4.850
O 8.472 -0.380 -5.281
N 9.595 -2.317 -5.674
C 10.035 -2.040 -7.052
H 8.906 -1.224 -2.736
H 8.831 -2.892 -3.127
H 7.430 -1.768 -3.166
H 9.752 -3.226 -5.263
H 11.058 -1.667 -7.083
H 9.475 -1.229 -7.516
H 10.119 -2.922 -7.687
C 3.244 9.749 3.363
C 3.260 10.830 4.381
O 2.343 10.794 5.210
N 4.214 11.813 4.356
C 4.473 12.847 5.405
H 4.266 9.458 3.122
H 2.712 9.926 2.428
H 2.894 8.805 3.780
H 4.875 11.738 3.596
H 3.677 13.584 5.510
H 5.395 13.376 5.161
H 4.532 12.390 6.393
N 3.147 -0.476 8.112
C 4.102 -0.960 8.905
C 4.406 -0.341 10.101
C 3.706 0.853 10.465
C 2.845 1.512 9.499
C 2.559 0.708 8.413
H 4.492 -1.964 8.834
H 5.009 -0.921 10.783
H 3.955 1.093 11.488
H 2.420 2.474 9.745
H 1.815 1.054 7.710
N -3.607 -3.776 -8.359
C -4.801 -3.154 -8.073
C -5.698 -2.744 -9.102
C -5.372 -3.087 -10.378
C -4.154 -3.751 -10.702
C -3.353 -4.167 -9.644
H -4.974 -2.718 -7.101
H -6.515 -2.070 -8.888
H -6.056 -2.787 -11.158
H -3.811 -3.886 -11.717
H -2.441 -4.707 -9.847
N -7.736 -7.586 -1.837
C -6.768 -6.704 -1.298
C -5.516 -6.508 -1.880
C -5.099 -7.315 -2.959
C -6.092 -8.195 -3.482
C -7.400 -8.246 -2.962
H -7.015 -6.147 -0.406
H -4.766 -5.828 -1.503
H -4.097 -7.299 -3.361
H -5.772 -8.865 -4.266
H -8.094 -8.896 -3.474
N 6.264 3.956 2.633
C 7.105 3.637 3.662
C 8.455 3.521 3.535
C 9.047 3.657 2.257
C 8.228 4.059 1.241
C 6.901 4.290 1.478
H 6.678 3.308 4.598
H 9.037 3.222 4.394
H 10.082 3.482 2.005
H 8.752 4.352 0.343
H 6.388 4.634 0.592
N -9.530 0.807 1.025
C -10.340 0.152 1.914
C -11.163 -0.884 1.563
C -11.103 -1.348 0.248
C -10.090 -0.861 -0.593
C -9.330 0.198 -0.201
H -10.450 0.686 2.846
H -11.976 -1.195 2.202
H -11.783 -2.065 -0.186
H -9.775 -1.310 -1.524
H -8.548 0.592 -0.833
N -5.512 -4.197 6.601
C -5.184 -5.093 7.530
C -3.970 -5.322 8.108
C -2.884 -4.570 7.617
C -3.139 -3.620 6.639
C -4.489 -3.397 6.177
H -6.092 -5.503 7.947
H -3.890 -6.006 8.940
H -1.926 -4.702 8.098
H -2.288 -3.094 6.231
H -4.718 -2.678 5.405
*
```

DFT (wB97M-V/def2-TZVPD) results for a structure of composition C20H22Br2MnN10O3S.

Summary:
Lowest unoccupied orbital energy (alpha / beta) = 0.216 / 0.098 eV
Relative energy (zero: lowest compared OMol25 entry of this formula, charge and spin) = 0.0 kcal/mol

```
! RIJCOSX wB97M-V def2-TZVPD def2/J DEFGRID3
* xyz 0 6
Mn 0.172 0.464 0.531
C 3.394 -3.069 4.180
C 2.136 -3.641 3.538
N 2.078 -3.424 2.105
C 1.704 -2.276 1.495
S 0.989 -1.008 2.431
N 1.951 -2.274 0.191
N 1.577 -1.142 -0.442
C 1.923 -1.006 -1.664
C 2.731 -2.009 -2.429
C 1.496 0.235 -2.324
C 1.892 0.537 -3.625
C 1.483 1.728 -4.200
C 0.682 2.590 -3.473
C 0.315 2.214 -2.191
N 0.710 1.074 -1.631
H 3.394 -3.267 5.253
H 3.435 -1.991 4.025
H 4.291 -3.517 3.749
H 1.250 -3.191 3.983
H 2.078 -4.718 3.703
H 2.578 -4.059 1.502
H 2.934 -2.868 -1.800
H 3.680 -1.573 -2.752
H 2.197 -2.337 -3.324
H 2.516 -0.150 -4.177
H 1.789 1.977 -5.208
H 0.338 3.529 -3.882
H -0.333 2.832 -1.581
N -1.085 1.160 2.657
N -1.004 2.536 2.789
C -0.082 3.220 2.095
N -0.211 4.550 2.073
N 0.858 2.487 1.501
N 1.929 3.108 0.927
O 2.189 4.285 1.182
O 2.610 2.402 0.210
H -1.978 0.889 2.266
H -0.876 0.692 3.528
H -1.750 3.053 3.225
H -1.118 4.954 2.233
H 0.531 5.092 1.661
Br -3.673 3.793 -0.847
C -3.648 1.908 -1.048
C -4.714 1.270 -1.698
C -4.727 -0.085 -1.847
Br -6.195 -0.903 -2.730
C -3.660 -0.876 -1.348
C -3.579 -2.282 -1.444
C -2.506 -2.939 -0.910
C -1.490 -2.200 -0.282
N -1.537 -0.892 -0.183
C -2.591 -0.218 -0.703
C -2.554 1.223 -0.528
O -1.563 1.777 0.063
H -5.531 1.867 -2.079
H -4.376 -2.826 -1.932
H -2.425 -4.016 -0.965
H -0.625 -2.691 0.150
*
```

DFT (wB97M-V/def2-TZVPD) results for a structure of composition C41H42P2Zn at a distorted geometry.

Summary:
Lowest unoccupied orbital energy = 0.315 eV
Relative energy (zero: lowest compared OMol25 entry of this formula, charge and spin) = 53.6 kcal/mol

```
! RIJCOSX wB97M-V def2-TZVPD def2/J DEFGRID3
* xyz 0 1
Zn 0.834 2.416 0.901
C 5.640 -0.642 1.981
C 4.861 -1.237 1.058
C 4.281 -2.598 0.954
C 2.935 -2.847 1.743
C 2.905 -2.377 3.163
C 3.926 -2.365 4.039
C 5.389 -2.539 3.721
C 6.173 -1.239 3.234
C -1.045 2.817 0.721
H 5.838 0.424 1.821
H 4.691 -0.573 0.197
H 4.967 -3.391 1.243
H 3.994 -2.769 -0.087
H 2.159 -2.291 1.165
H 2.655 -3.924 1.653
H 1.972 -1.877 3.461
H 3.717 -2.108 5.110
H 5.592 -3.374 3.002
H 5.855 -2.774 4.703
H 6.195 -0.455 4.016
H 7.249 -1.525 3.093
H -1.015 3.913 0.756
H -1.560 2.435 1.603
H -1.585 2.415 -0.141
P -1.358 1.038 -2.492
P -3.427 0.701 -0.307
C -1.800 -0.643 -1.984
C -2.985 -0.740 -1.331
C -1.988 0.936 -4.239
C -2.238 -0.264 -4.931
C -2.549 -0.252 -6.291
C -2.685 0.969 -6.956
C -2.581 2.180 -6.253
C -2.266 2.150 -4.896
C 0.454 0.678 -2.596
C 1.086 0.435 -1.367
C 2.424 0.087 -1.356
C 3.131 -0.068 -2.551
C 2.475 0.142 -3.766
C 1.136 0.550 -3.808
C -5.253 0.497 -0.573
C -5.733 0.528 -1.902
C -7.015 0.061 -2.200
C -7.845 -0.411 -1.180
C -7.415 -0.340 0.143
C -6.145 0.163 0.463
C -3.178 -0.064 1.357
C -3.250 0.790 2.477
C -3.217 0.224 3.750
C -3.121 -1.158 3.920
C -2.981 -1.981 2.800
C -2.979 -1.440 1.511
H -1.146 -1.477 -2.253
H -3.692 -1.582 -1.376
H -2.191 -1.217 -4.411
H -2.687 -1.193 -6.842
H -2.894 0.985 -8.023
H -2.748 3.128 -6.773
H -2.217 3.088 -4.347
H 0.515 0.526 -0.429
H 2.904 -0.043 -0.396
H 4.176 -0.383 -2.526
H 3.005 -0.008 -4.700
H 0.623 0.745 -4.756
H -5.073 0.868 -2.711
H -7.361 0.071 -3.231
H -8.824 -0.802 -1.420
H -8.067 -0.662 0.958
H -5.840 0.245 1.513
H -3.325 1.874 2.338
H -3.264 0.869 4.624
H -3.135 -1.600 4.920
H -2.863 -3.052 2.926
H -2.845 -2.073 0.625
C 4.381 2.681 3.348
C 4.484 3.132 2.026
C 3.767 2.434 1.058
C 2.658 1.701 1.484
C 2.826 0.995 2.671
C 3.552 1.607 3.697
H 4.935 3.180 4.133
H 5.125 3.990 1.808
H 4.002 2.461 -0.006
H 2.416 -0.011 2.798
H 3.485 1.241 4.725
*
```

DFT (wB97M-V/def2-TZVPD) results for the molecule C4H5NO at a distorted geometry.

Summary:
Lowest unoccupied orbital energy = 0.584 eV
SMILES = C=N[C@@]12C[C@@H]1O2
Relative energy (zero: lowest compared OMol25 entry of this formula, charge and spin) = 109.1 kcal/mol

```
! RIJCOSX wB97M-V def2-TZVPD def2/J DEFGRID3
* xyz 0 1
C 2.214 -0.416 0.030
C -1.313 0.851 0.276
C -1.388 -0.369 -0.572
C -0.093 0.179 -0.116
N 1.253 0.420 -0.143
O -0.830 -1.327 0.207
H 3.227 -0.080 0.249
H 1.995 -1.445 0.294
H -1.485 1.861 -0.084
H -1.578 0.785 1.330
H -2.002 -0.459 -1.471
*
```

| no. | DFT total energy (Eh) |
| --- | --- |
| 1 | -4906.44674 |
| 2 | -4906.87347 |
| 3 | -2964.48008 |
| 4 | -8245.85566 |
| 5 | -4049.32384 |
| 6 | -285.24078 |